one) {"formula": "C11H12NO2", "method": "ωB97M-V/def2-TZVPD", "elements": ["H", "H", "H", "C", "H", "H", "H", "C", "C", "C", "H", "C", "C", "C", "O", "C", "O", "N", "H", "C", "H", "H", "H", "C", "H", "C"], "coordinates": [[0.31, 2.19, 2.24], [0.83, -1.27, -3.46], [0.14, -2.13, 1.58], [-1.30, 1.52, 3.42], [0.88, 1.00, 3.50], [1.72, -3.66, -0.26], [0.46, 2.61, 3.97], [-0.21, 0.29, -0.51], [-0.46, 1.70, -2.44], [0.21, 1.82, 3.26], [-0.98, 0.18, 1.53], [-0.53, 1.53, -1.08], [0.30, -0.72, -1.39], [0.45, -0.53, -2.76], [-1.76, 0.58, 2.68], [0.54, -1.88, -0.58], [-1.96, 2.21, 4.20], [-0.25, -0.22, 0.75], [1.65, -3.05, -1.94], [1.08, -3.21, -1.02], [0.29, -3.90, -1.31], [0.01, 0.82, -4.37], [-0.77, 2.38, -0.45], [0.13, -1.53, 0.68], [-0.75, 2.61, -2.95], [-0.04, 0.66, -3.30]], "total_charge": -1, "gap_ev": 7.854, "e_lumo_ev": 3.352, "homo_ev": -4.50}


two) {"formula": "C11H12NO2", "method": "ωB97M-V/def2-TZVPD", "elements": ["H", "H", "C", "H", "H", "H", "H", "H", "C", "O", "C", "C", "C", "C", "H", "O", "H", "C", "N", "C", "H", "H", "C", "C", "C", "H"], "coordinates": [[0.19, 2.33, -2.38], [3.58, -1.83, 2.08], [2.26, -0.22, 2.09], [-3.07, 0.32, -0.18], [-0.07, 1.50, 2.72], [-1.19, 1.88, -2.05], [2.64, -0.08, 3.08], [-0.80, 2.79, 0.82], [1.23, 0.42, 1.43], [-1.39, -1.39, -1.13], [0.18, 1.22, -0.49], [2.99, -1.20, 1.41], [2.80, -1.46, 0.05], [1.13, 0.27, 0.04], [-3.95, -0.34, -1.61], [-2.86, -2.77, -0.10], [-4.30, -0.79, 0.18], [-2.49, -1.71, -0.63], [0.32, 1.40, 1.81], [-0.30, 1.84, 0.63], [1.65, -0.70, -1.73], [-0.09, 0.46, -2.37], [-3.58, -0.55, -0.59], [1.85, -0.71, -0.64], [-0.17, 1.43, -1.91], [3.44, -2.10, -0.54]], "total_charge": -1, "gap_ev": 7.230, "e_lumo_ev": 3.380, "homo_ev": -3.85}


Least stable = two)


one) {"formula": "C14H16O", "method": "ωB97M-V/def2-TZVPD", "elements": ["H", "H", "H", "C", "H", "C", "H", "H", "C", "H", "H", "C", "H", "H", "H", "C", "C", "H", "C", "C", "H", "H", "O", "C", "H", "H", "C", "C", "C", "C", "C"], "coordinates": [[-1.81, 1.57, 0.69], [-1.94, -1.17, 2.85], [1.73, -0.83, -2.70], [-1.91, 1.10, 1.66], [-0.18, -2.71, 3.60], [-0.38, -1.29, -2.60], [-2.68, 1.14, -2.10], [-0.66, 2.42, -1.55], [0.01, -1.84, 2.98], [0.95, 1.36, 0.89], [-2.42, -1.18, -3.05], [0.59, 0.50, 1.44], [1.87, 2.02, -3.00], [2.78, 1.47, -1.57], [2.13, -3.27, 3.04], [-1.59, -0.64, -2.60], [-1.72, 0.66, -2.14], [-0.19, -2.34, -2.75], [-0.58, 1.34, -1.72], [1.81, 1.84, -1.90], [-2.87, 0.61, 1.84], [1.76, 2.84, -1.48], [2.22, -2.67, 2.30], [-0.66, 0.35, 1.97], [-2.04, 1.94, 2.39], [2.34, -0.49, 0.93], [-0.90, -0.87, 2.71], [0.76, -0.50, -2.30], [1.31, -1.66, 2.40], [1.55, -0.52, 1.67], [0.71, 0.82, -1.91]], "smiles": "Cc1ccc(O)cc1.Cc1ccccc1", "gap_ev": 9.041, "e_lumo_ev": 0.902, "homo_ev": -8.14}


two) {"formula": "C14H16O", "method": "ωB97M-V/def2-TZVPD", "elements": ["H", "C", "H", "H", "C", "C", "H", "C", "H", "H", "H", "H", "H", "C", "C", "C", "C", "H", "H", "H", "C", "C", "H", "H", "C", "H", "C", "O", "C", "H", "C"], "coordinates": [[3.96, 1.08, -1.30], [-1.72, 0.85, 1.37], [-2.58, -0.64, 2.65], [-3.83, 0.74, 1.24], [0.67, 1.12, 1.66], [3.37, 0.44, -0.65], [-0.52, 2.14, 0.19], [1.43, -1.10, -0.47], [-0.30, -2.50, -0.54], [1.58, -0.07, 3.24], [4.00, -0.42, -0.43], [-3.04, 0.44, -0.28], [1.51, 1.79, 1.54], [-0.48, -0.56, 2.91], [-0.49, 1.35, 0.93], [0.22, -1.61, -0.89], [0.68, 0.20, 2.70], [1.82, -1.51, 0.45], [-0.43, 0.65, -3.37], [-3.23, 2.09, 0.34], [-1.66, -0.21, 2.27], [-0.50, -0.90, -1.85], [-2.02, -1.11, -2.94], [-0.39, -1.43, 3.55], [2.03, -0.03, -1.14], [1.85, 1.30, -2.79], [1.34, 0.56, -2.18], [-1.84, -1.23, -2.00], [0.08, 0.11, -2.59], [3.27, 0.96, 0.32], [-3.00, 1.06, 0.61]], "smiles": "Cc1ccc(O)cc1.Cc1ccccc1", "gap_ev": 9.243, "e_lumo_ev": 0.854, "homo_ev": -8.39}


Least stable = one)


one) {"formula": "C2H6INS", "method": "ωB97M-V/def2-TZVPD", "elements": ["H", "H", "H", "S", "I", "C", "H", "N", "H", "H", "C"], "coordinates": [[0.11, 1.63, -0.87], [1.14, -2.31, -0.66], [-0.33, -2.30, -0.12], [-0.97, 0.38, 0.71], [-3.35, -0.24, -0.03], [-0.68, 1.92, -0.21], [-0.38, 2.72, 0.53], [0.27, -0.48, -0.21], [1.13, -1.96, 1.02], [-1.67, 2.32, -0.81], [0.53, -1.85, 0.10]], "gap_ev": [7.069, 7.544], "e_lumo_ev": [-0.985, -1.111], "homo_ev": [-8.05, -8.66]}


two) {"formula": "C2H6INS", "method": "ωB97M-V/def2-TZVPD", "elements": ["H", "H", "C", "H", "I", "H", "C", "H", "H", "S", "N"], "coordinates": [[0.79, -2.14, -0.31], [1.16, 0.82, -0.55], [1.12, -1.16, 0.08], [2.29, -1.05, -0.02], [-2.71, -0.60, 0.06], [-0.03, -0.27, -1.58], [0.44, 0.05, -0.59], [1.03, -1.29, 1.23], [-1.66, 2.62, 1.27], [-1.33, 2.32, -0.02], [-1.08, 0.68, 0.44]], "gap_ev": 8.279, "e_lumo_ev": -0.366, "homo_ev": -8.65}


Least stable = two)


one) {"formula": "C8H9N2", "method": "ωB97M-V/def2-TZVPD", "elements": ["C", "H", "H", "H", "C", "C", "H", "H", "H", "C", "N", "C", "H", "C", "H", "C", "H", "C", "N"], "coordinates": [[0.36, -1.85, 0.08], [1.99, 2.40, 0.28], [0.78, -2.78, 0.04], [-1.48, -2.85, -0.03], [0.88, 0.64, 0.12], [2.64, -0.69, -0.03], [-3.05, -1.00, -0.05], [-2.16, 1.88, -1.04], [-2.38, 2.35, 0.52], [-1.01, -1.82, 0.11], [1.92, 1.47, 0.06], [-2.48, 1.56, -0.09], [-3.69, 1.39, -0.20], [3.07, 0.64, -0.08], [3.10, -1.66, -0.27], [-1.93, -0.75, 0.04], [3.93, 1.25, 0.05], [1.19, -0.66, 0.15], [-1.70, 0.46, 0.35]], "smiles": "C/N=C/C=C\\C1=C=[NH+]C=C1", "total_charge": 1, "gap_ev": [6.190, 6.255], "e_lumo_ev": [-7.001, -7.001], "homo_ev": [-13.19, -13.26]}


two) {"formula": "C8H9N2", "method": "ωB97M-V/def2-TZVPD", "elements": ["C", "H", "H", "H", "C", "H", "C", "C", "H", "C", "H", "H", "C", "N", "C", "H", "H", "N", "C"], "coordinates": [[-0.03, -1.45, -2.72], [-0.52, 0.78, -2.65], [-0.78, 2.05, 3.66], [0.96, -2.74, -1.28], [-0.59, -0.01, 0.96], [-1.01, 0.29, 3.98], [0.28, 0.00, -2.51], [-1.09, 1.11, 3.18], [1.09, 0.37, -3.24], [0.45, -1.86, -1.62], [-0.65, -1.86, -3.49], [-2.18, 1.21, 2.84], [0.87, 1.32, 1.61], [1.62, 1.37, 0.69], [0.38, 0.03, 0.02], [2.08, -0.63, -1.18], [-1.57, -0.40, 0.92], [-0.29, 0.88, 2.01], [0.98, -0.43, -1.19]], "total_charge": 1, "gap_ev": 7.720, "e_lumo_ev": -6.110, "homo_ev": -13.83}


Least stable = two)


one) {"formula": "C4H9BO2", "method": "ωB97M-V/def2-TZVPD", "elements": ["H", "H", "H", "C", "H", "H", "C", "H", "B", "H", "H", "O", "C", "O", "H", "C"], "coordinates": [[2.08, -2.15, 0.18], [0.33, -2.29, -0.54], [1.82, 1.75, 0.88], [-1.64, 0.00, 0.32], [1.73, -1.37, -1.29], [-2.57, 1.04, -1.33], [2.09, 0.78, 0.39], [2.78, 0.32, 0.97], [0.89, -0.19, 0.17], [-2.54, 1.76, 0.33], [2.50, 1.31, -0.54], [-0.33, 0.46, 0.12], [-2.73, 0.80, -0.22], [-1.79, -1.05, 0.90], [-3.80, 0.51, -0.05], [1.18, -1.68, -0.29]], "smiles": "CB(C)OC(C)=O", "gap_ev": 10.834, "e_lumo_ev": 0.584, "homo_ev": -10.25}


two) {"formula": "C4H9BO2", "method": "ωB97M-V/def2-TZVPD", "elements": ["H", "H", "C", "H", "H", "C", "H", "C", "H", "O", "H", "H", "B", "C", "O", "H"], "coordinates": [[-3.51, 0.07, -0.50], [-2.96, -1.14, 0.85], [-2.67, -0.55, -0.08], [1.72, -1.98, -0.76], [2.34, 0.74, 1.16], [-1.36, 0.32, 0.24], [-2.38, -1.34, -0.85], [0.74, 1.18, -0.44], [1.53, -1.74, 1.25], [-1.30, 0.84, 1.36], [1.12, 1.60, -1.43], [2.89, 0.50, -0.55], [1.74, -1.26, 0.17], [1.99, 0.34, 0.14], [-0.40, 0.36, -0.77], [0.52, 2.08, 0.21]], "smiles": "BCCOC(C)=O", "gap_ev": 10.678, "e_lumo_ev": 0.217, "homo_ev": -10.46}


Least stable = two)


one) {"formula": "C3H4ClFO", "method": "ωB97M-V/def2-TZVPD", "elements": ["H", "Cl", "O", "H", "F", "C", "H", "H", "C", "C"], "coordinates": [[0.41, -1.96, -0.64], [-0.39, 1.63, -0.26], [-1.52, -1.56, 0.19], [-2.16, -1.82, -0.68], [1.60, 0.17, -0.71], [-0.21, -1.22, -0.03], [1.55, -1.13, 1.45], [-0.10, -0.54, 2.14], [0.54, -0.75, 1.22], [0.45, 0.09, -0.02]], "smiles": "O[C@@H]1C[C@]1(F)Cl", "gap_ev": 10.532, "e_lumo_ev": 0.461, "homo_ev": -10.07}


two) {"formula": "C3H4ClFO", "method": "ωB97M-V/def2-TZVPD", "elements": ["Cl", "H", "H", "H", "H", "F", "C", "C", "C", "O"], "coordinates": [[-0.39, 1.44, 2.50], [-1.52, 1.36, -0.93], [1.36, -1.18, -0.83], [0.76, -1.77, 0.83], [1.49, 0.01, 0.45], [0.40, 1.63, -0.89], [-0.65, 0.92, -0.80], [0.79, -0.85, 0.12], [-0.62, -0.43, -0.19], [-1.62, -1.13, -0.27]], "gap_ev": [8.917, 5.407], "e_lumo_ev": [-1.570, -3.993], "homo_ev": [-10.49, -9.40]}


Least stable = two)


one) {"formula": "C6H15N3", "method": "ωB97M-V/def2-TZVPD", "elements": ["C", "C", "H", "C", "C", "H", "H", "H", "H", "H", "H", "H", "H", "H", "N", "C", "H", "C", "N", "H", "H", "H", "N", "H"], "coordinates": [[1.95, 1.00, -2.12], [-1.12, 0.07, 0.48], [-4.55, -0.03, 1.34], [-3.70, -0.13, 0.66], [-2.40, 0.22, 1.35], [0.89, 1.15, -2.30], [-3.86, 0.54, -0.18], [-3.65, -1.14, 0.27], [-1.16, -1.04, 0.53], [1.33, -1.69, 0.99], [3.40, 1.57, 0.12], [3.06, 0.03, 1.04], [1.22, -1.37, -1.76], [-0.29, 0.56, 0.99], [1.68, -2.00, 0.09], [2.91, 0.61, 0.15], [2.44, 1.97, -2.03], [2.15, 0.20, -0.87], [1.41, -0.98, -0.85], [-3.17, 0.94, 2.96], [2.68, -2.16, 0.18], [-1.30, 0.47, -0.52], [-2.29, 0.73, 2.49], [2.37, 0.48, -2.98]], "smiles": "C=C(C)NN.CC(C)=N", "gap_ev": 9.200, "e_lumo_ev": 0.914, "homo_ev": -8.29}


two) {"formula": "C6H15N3", "method": "ωB97M-V/def2-TZVPD", "elements": ["H", "H", "H", "C", "C", "C", "H", "H", "H", "H", "H", "C", "N", "H", "C", "H", "C", "H", "H", "H", "H", "H", "N", "N"], "coordinates": [[0.24, -0.84, -2.46], [0.87, 2.36, 0.66], [-2.36, -0.59, 1.33], [-0.75, -0.64, 0.32], [1.47, -2.07, 0.56], [0.86, 1.28, 0.73], [2.16, -1.25, 0.78], [-1.70, 3.52, -0.07], [1.00, -2.39, 1.48], [2.06, -2.90, 0.17], [-1.55, 1.95, 1.49], [-0.40, 0.75, 0.06], [-1.66, -1.22, 0.93], [1.76, 0.92, 0.23], [0.41, -1.65, -0.46], [1.71, -0.35, -1.61], [1.01, -1.17, -1.77], [-0.24, -2.51, -0.65], [-0.44, 0.97, -1.01], [1.57, -1.98, -2.24], [0.90, 0.98, 1.77], [-3.07, 2.67, -0.46], [-2.06, 2.60, -0.35], [-1.78, 1.57, 0.58]], "smiles": "[H]/N=C(/C(C)C)[C@H](C)NN", "gap_ev": 9.617, "e_lumo_ev": 0.900, "homo_ev": -8.72}


Least stable = two)


one) {"formula": "CHIOS2", "method": "ωB97M-V/def2-TZVPD", "elements": ["S", "C", "I", "S", "O", "H"], "coordinates": [[-0.82, -1.93, 1.55], [-0.51, -0.70, 0.66], [-2.07, 1.58, 0.75], [-1.16, 2.91, -1.04], [-0.28, 3.95, -0.54], [-0.55, -0.75, -0.50]], "gap_ev": [5.980, 7.979], "e_lumo_ev": [-1.822, -0.900], "homo_ev": [-7.80, -8.88]}


two) {"formula": "CHIOS2", "method": "ωB97M-V/def2-TZVPD", "elements": ["S", "O", "C", "S", "H", "I"], "coordinates": [[2.72, 0.12, 0.87], [2.77, 0.35, 2.31], [-1.67, -0.53, -0.82], [-3.06, 0.18, -0.53], [-1.35, -1.23, -1.63], [0.59, 1.10, -0.19]], "gap_ev": [5.877, 7.495], "e_lumo_ev": [-1.799, -1.510], "homo_ev": [-7.68, -9.01]}


Least stable = one)